{
  "formula": "C17H21NO3",
  "method": "the ωB97M-V functional and the def2-TZVPD basis",
  "smiles": "CCN(CCO)Cc1cc(=O)oc2cc3c(cc12)CCC3",
  "e_above_lowest_kcal_mol": 29.21,
  "symbols": ["C", "H", "H", "H", "C", "N", "C", "C", "C", "C", "O", "O", "C", "C", "C", "C", "C", "C", "H", "C", "H", "H", "C", "H", "H", "C", "H", "H", "H", "H", "H", "H", "C", "H", "C", "O", "H", "H", "H", "H", "H", "H"],
  "positions_angstrom": [[-1.2334, -3.5073, -0.5413], [-0.2687, -3.4221, -0.0478], [-1.5228, -4.5551, -0.5598], [-1.1329, -3.1676, -1.5689], [-2.2823, -2.7040, 0.2232], [-1.8999, -1.3084, 0.3744], [-2.1453, -0.5508, -0.8436], [-1.5145, 0.8118, -0.8150], [-2.2719, 1.9245, -0.9319], [-1.7108, 3.2603, -0.9070], [-2.3535, 4.2814, -0.9815], [-0.3561, 3.3529, -0.7896], [0.4306, 2.2608, -0.6661], [1.8020, 2.4902, -0.5316], [2.6408, 1.4106, -0.4022], [2.1340, 0.1045, -0.4013], [0.7901, -0.1290, -0.5344], [-0.0890, 0.9554, -0.6747], [0.3930, -1.1296, -0.5149], [3.2491, -0.8841, -0.2230], [3.2697, -1.2278, 0.8149], [3.1431, -1.7592, -0.8637], [4.5057, -0.0622, -0.5505], [4.7287, -0.1507, -1.6148], [5.3779, -0.3977, 0.0079], [4.1288, 1.3926, -0.2286], [4.3750, 1.6388, 0.8079], [4.6362, 2.1106, -0.8720], [2.1641, 3.5060, -0.5288], [-3.3454, 1.8789, -1.0398], [-1.7165, -1.1077, -1.6810], [-3.2293, -0.4389, -1.0334], [-2.4375, -0.6581, 1.5603], [-3.2421, 0.0466, 1.3007], [-1.3543, 0.0933, 2.3597], [-1.1745, 1.4374, 1.9912], [-2.0010, 1.9165, 2.1227], [-1.5982, 0.0328, 3.4304], [-0.3888, -0.3869, 2.1914], [-2.8669, -1.4152, 2.2209], [-2.3725, -3.1393, 1.2205], [-3.2605, -2.8043, -0.2790]],
  "atomic_forces_ev_per_a": [[-0.260, 0.110, 0.127], [0.112, -0.006, 0.035], [0.009, -0.124, -0.073], [0.053, -0.005, -0.122], [0.135, -0.206, -0.125], [-0.161, 0.004, -0.061], [-0.056, -0.040, 0.000], [-0.483, 0.486, -0.228], [0.154, -0.595, -0.051], [-0.479, 0.465, -0.062], [0.272, -0.327, 0.047], [-0.014, 0.327, 0.015], [0.530, -0.839, 0.068], [-0.375, 0.071, -0.031], [-0.266, -0.187, -0.046], [0.112, 0.145, -0.074], [-0.025, 0.300, -0.085], [0.323, 0.354, -0.013], [-0.044, -0.130, -0.007], [0.054, -0.134, 0.026], [0.033, -0.078, 0.020], [0.005, -0.061, 0.043], [0.053, -0.035, 0.044], [0.018, -0.006, -0.011], [0.053, -0.015, -0.057], [0.146, 0.053, 0.013], [0.054, 0.041, 0.019], [0.036, 0.050, 0.044], [0.037, 0.152, -0.014], [-0.057, -0.014, -0.008], [-0.056, 0.026, -0.022], [0.130, -0.024, -0.020], [0.422, 0.155, 0.254], [-0.050, -0.046, 0.074], [-0.336, -0.276, 0.303], [-0.013, 0.530, -0.004], [0.080, -0.050, 0.020], [0.048, -0.042, -0.067], [-0.102, -0.082, 0.054], [-0.012, 0.016, -0.076], [-0.073, 0.054, -0.057], [-0.004, -0.017, 0.106]],
  "mulliken_charge": [-1.302, 0.240, 0.455, 0.324, -0.557, 0.477, -1.407, 1.275, -0.473, 0.060, -0.660, -0.486, 0.125, -1.105, 0.936, 0.042, -0.684, 0.468, 0.580, -0.968, 0.275, 0.349, -0.693, 0.302, 0.327, -1.073, 0.298, 0.378, 0.490, 0.436, 0.417, 0.466, -0.661, 0.287, -0.852, -0.446, 0.352, 0.375, 0.290, 0.585, 0.441, 0.318]
}

=====

{
  "formula": "C17H21NO3",
  "method": "the ωB97M-V functional and the def2-TZVPD basis",
  "smiles": "CCN(CCO)Cc1cc(=O)oc2cc3c(cc12)CCC3",
  "e_above_lowest_kcal_mol": 29.50,
  "symbols": ["C", "H", "H", "H", "C", "N", "C", "C", "C", "C", "O", "O", "C", "C", "C", "C", "C", "C", "H", "C", "H", "H", "C", "H", "H", "C", "H", "H", "H", "H", "H", "H", "C", "H", "C", "O", "H", "H", "H", "H", "H", "H"],
  "positions_angstrom": [[3.6039, -0.2824, -3.1590], [4.2629, 0.5669, -2.9996], [4.1765, -1.0896, -3.6083], [2.8217, 0.0044, -3.8564], [3.0286, -0.7521, -1.8264], [2.4931, 0.3505, -1.0477], [2.3315, 0.0668, 0.3690], [1.2758, -0.9623, 0.7094], [1.5810, -2.2781, 0.6176], [0.6134, -3.3349, 0.8256], [0.8421, -4.5169, 0.7382], [-0.6583, -2.9413, 1.1344], [-0.9962, -1.6385, 1.2681], [-2.3285, -1.3823, 1.6033], [-2.7341, -0.0797, 1.7528], [-1.8255, 0.9724, 1.5831], [-0.5180, 0.7280, 1.2560], [-0.0726, -0.5932, 1.0771], [0.1653, 1.5532, 1.1381], [-2.5127, 2.2892, 1.7862], [-1.9102, 2.9984, 2.3533], [-2.7300, 2.7339, 0.8113], [-3.8102, 1.9022, 2.5129], [-4.6339, 2.5726, 2.2750], [-3.6453, 1.9348, 3.5910], [-4.0932, 0.4536, 2.0843], [-4.5953, -0.1251, 2.8587], [-4.7178, 0.4282, 1.1873], [-2.9993, -2.2165, 1.7340], [2.5772, -2.6142, 0.3772], [3.2979, -0.3009, 0.7282], [2.1300, 1.0130, 0.8731], [1.4312, 1.1039, -1.6758], [1.0754, 1.8487, -0.9601], [0.2048, 0.3187, -2.1852], [-0.8575, 1.1864, -2.5075], [-0.5611, 1.7973, -3.1918], [0.4757, -0.2940, -3.0560], [-0.1853, -0.3393, -1.4077], [1.8680, 1.6493, -2.5211], [3.8427, -1.1843, -1.2383], [2.2861, -1.5465, -2.0044]],
  "atomic_forces_ev_per_a": [[-0.118, -0.131, 0.248], [0.080, 0.097, -0.018], [0.031, -0.057, -0.105], [-0.063, 0.053, -0.130], [0.112, 0.084, -0.172], [0.088, -0.070, 0.100], [0.115, 0.083, -0.045], [0.258, -0.644, -0.014], [0.005, 0.591, 0.048], [0.235, -0.617, -0.069], [-0.124, 0.409, 0.046], [-0.083, -0.265, 0.008], [-0.192, 0.851, 0.053], [0.295, -0.163, -0.096], [0.339, 0.050, -0.026], [-0.079, -0.109, 0.078], [-0.003, -0.259, -0.027], [-0.421, -0.263, 0.168], [0.104, 0.083, -0.039], [-0.023, 0.169, -0.020], [0.003, 0.058, -0.040], [-0.003, 0.084, -0.003], [-0.047, 0.058, -0.012], [-0.024, 0.024, 0.071], [-0.014, 0.010, 0.013], [-0.169, 0.006, 0.040], [-0.062, -0.028, -0.031], [-0.066, -0.020, 0.001], [-0.087, -0.127, 0.023], [0.080, -0.028, -0.028], [-0.098, 0.033, 0.058], [0.049, -0.066, 0.054], [-0.254, -0.028, -0.132], [-0.008, 0.027, -0.067], [0.399, -0.160, 0.141], [-0.212, 0.386, -0.167], [-0.055, -0.044, 0.026], [0.005, -0.028, 0.119], [0.090, -0.009, -0.118], [-0.125, 0.076, 0.009], [-0.073, -0.092, 0.002], [0.117, -0.021, 0.054]],
  "mulliken_charge": [-1.515, 0.343, 0.466, 0.288, -0.241, 0.340, -1.998, 1.843, -0.451, -0.074, -0.640, -0.496, 0.184, -0.925, 0.784, -0.072, -0.599, 0.591, 0.342, -0.991, 0.362, 0.277, -0.681, 0.331, 0.296, -1.036, 0.370, 0.296, 0.495, 0.455, 0.557, 0.518, -0.978, 0.291, -0.122, -0.547, 0.343, 0.313, 0.039, 0.539, 0.395, 0.308]
}

=====

no.,M (g mol⁻¹)
1,287.4
2,287.4